DFT (wB97M-V/def2-TZVPD) results for a structure of composition C21H26N5ORuS at a distorted geometry.

Last column: Löwdin charge in e.
Cartesian coordinates (Å):
Ru -0.16674 0.48336 -0.72059  0.96
N -4.53394 -0.21324 -0.95199  0.06
C -3.24564 0.23976 -1.00199  -0.86
S -2.01884 -0.96734 -1.32689  0.58
N -3.00074 1.49926 -0.85779  -0.07
N -1.75734 1.98286 -0.91949  -0.13
C -1.75674 3.34446 -1.09989  -0.04
C -0.73004 4.23606 -0.81039  -0.15
C -0.73534 5.59076 -1.25839  -0.03
C 0.36596 6.38966 -1.09249  -0.10
C 1.52906 5.89956 -0.49379  -0.06
C 1.54346 4.61426 0.04311  0.00
C 0.41676 3.83816 -0.05529  -0.20
O 0.27416 2.64276 0.63721  -0.08
H -4.64834 -1.20554 -0.82319  0.07
H -5.21044 0.38266 -0.50479  0.09
H -2.67674 3.72656 -1.53229  0.12
H -1.62624 5.97496 -1.73389  0.11
H 0.34186 7.41586 -1.43429  0.10
H 2.40476 6.52226 -0.41199  0.10
H 2.40156 4.23506 0.57571  0.11
N 2.25956 1.60216 0.94681  0.12
C 1.13976 1.62936 0.39161  -0.50
H 2.86886 0.80646 0.82721  0.02
C -2.11934 -0.82294 3.32571  -0.03
C -1.22254 -1.71244 2.51621  -0.26
C -1.13284 -3.08274 2.74551  0.01
C -0.27024 -3.86224 1.98381  -0.26
C -0.14644 -5.33394 2.26281  -0.05
C 0.47186 -3.29854 0.95671  0.03
C 0.38546 -1.92064 0.65241  -0.28
C -0.45384 -1.15864 1.51671  -0.04
N 0.92656 -1.20844 -0.36419  -0.05
C 1.82526 -1.60324 -1.43939  -0.60
C 3.17716 -0.90324 -1.19729  -0.04
C 2.09326 -3.09634 -1.66709  -0.05
C 1.22596 -1.02844 -2.74269  -0.07
H -2.64914 -1.38314 4.09211  0.08
H -2.84694 -0.33914 2.67411  0.08
H -1.53624 -0.03474 3.80041  0.09
H -1.72124 -3.53664 3.53061  0.12
H -0.74734 -5.61934 3.12331  0.07
H 0.88946 -5.60414 2.46531  0.08
H -0.47884 -5.91374 1.40251  0.08
H 1.10736 -3.96064 0.39771  0.09
H -0.48294 -0.05844 1.40101  0.09
H 3.59306 -1.20234 -0.23879  0.09
H 3.04726 0.17826 -1.21119  0.07
H 3.88526 -1.16764 -1.97719  0.09
H 2.68516 -3.51744 -0.85869  0.08
H 2.66526 -3.20524 -2.58759  0.09
H 1.16396 -3.64534 -1.78009  0.09
H 0.94646 0.04836 -2.59479  0.06
H 0.33516 -1.59124 -3.02359  0.06
H 1.94516 -1.08594 -3.55649  0.09

Calculated values
F_max = 4.78 eV/A
Net charge = 0
Total energy = -45110.56648 eV
Spin multiplicity = 2